Record 1
{
  "formula": "C4H6AlO2",
  "method": "ωB97M-V with the def2-TZVPD basis set",
  "fmax_ev_per_a": 7.14,
  "energy_ha": -548.25190,
  "relative_energy_ev": 7.649,
  "charge": 1,
  "orbital_gap_ev": [6.22, 6.20],
  "species": ["C", "O", "H", "H", "C", "C", "H", "H", "H", "C", "O", "Al", "H"],
  "positions_angstrom": [[0.385, 0.661, -0.414], [0.872, 1.969, -0.433], [-0.010, 0.714, -1.442], [0.303, 2.533, 0.101], [-1.638, -0.079, -0.106], [-0.856, -1.260, -0.228], [-1.722, 0.496, 0.827], [-2.441, 0.145, -0.817], [-1.129, -2.135, 0.378], [0.557, -0.773, 0.017], [1.618, -0.041, 0.613], [3.082, -0.448, 1.265], [0.979, -1.783, 0.239]]
}



Record 2
{
  "formula": "C5H5NO",
  "method": "ωB97M-V with the def2-TZVPD basis set",
  "fmax_ev_per_a": 0.66,
  "smiles": "C#CC(=O)[C@H]1CN1",
  "energy_ha": -323.40407,
  "relative_energy_ev": 3.146,
  "orbital_gap_ev": 10.12,
  "species": ["C", "C", "C", "O", "C", "C", "N", "H", "H", "H", "H", "H"],
  "positions_angstrom": [[2.947, -0.111, -0.318], [1.848, 0.048, 0.151], [0.519, 0.116, 0.749], [0.333, -0.293, 1.878], [-0.603, 0.631, -0.107], [-1.513, -0.413, -0.659], [-1.945, 0.461, 0.418], [3.939, -0.279, -0.681], [-0.410, 1.533, -0.688], [-1.258, -1.450, -0.440], [-1.994, -0.230, -1.620], [-1.865, -0.013, 1.318]]
}



Record 3
{
  "formula": "C9H13N5S",
  "method": "ωB97M-V with the def2-TZVPD basis set",
  "fmax_ev_per_a": 4.78,
  "energy_ha": -1022.02329,
  "relative_energy_ev": 0.312,
  "charge": 2,
  "orbital_gap_ev": [6.35, 6.35],
  "species": ["C", "C", "C", "C", "C", "C", "C", "C", "C", "N", "N", "N", "N", "N", "S", "H", "H", "H", "H", "H", "H", "H", "H", "H", "H", "H", "H", "H"],
  "positions_angstrom": [[1.487, 0.980, -0.199], [0.715, -1.329, 0.051], [-0.754, 0.551, -0.015], [1.868, -0.378, -0.053], [-1.216, 3.547, -0.157], [3.968, 0.425, -0.094], [-2.172, 2.635, 0.031], [-3.163, 0.542, 0.561], [0.119, -3.738, -0.195], [0.228, 1.460, -0.165], [3.142, -0.673, -0.049], [-0.509, -0.785, 0.020], [-1.946, 1.171, 0.115], [1.069, -2.604, 0.025], [2.924, 1.939, -0.333], [-1.550, 4.491, -0.042], [-0.139, 3.275, -0.276], [4.678, 0.639, 0.750], [4.543, 0.429, -1.069], [-3.211, 2.838, -0.138], [-4.001, 0.840, 0.038], [-3.229, -0.576, 0.460], [-3.327, 0.759, 1.619], [0.700, -4.592, 0.033], [-0.145, -3.817, -1.300], [-0.840, -3.677, 0.442], [-1.299, -1.422, -0.093], [2.059, -2.928, 0.033]]
}



Record 4
{
  "formula": "CH4N2S2",
  "method": "ωB97M-V with the def2-TZVPD basis set",
  "fmax_ev_per_a": 8.12,
  "energy_ha": -946.21891,
  "relative_energy_ev": 4.562,
  "orbital_gap_ev": 8.03,
  "species": ["C", "H", "H", "H", "H", "N", "N", "S", "S"],
  "positions_angstrom": [[-0.582, 0.173, 0.084], [-0.782, -1.596, 1.343], [-2.218, -0.997, 0.589], [0.707, 0.166, -1.288], [2.332, 0.295, 1.194], [-1.164, -0.460, 1.194], [0.797, 0.249, 0.007], [-1.589, 1.018, -1.220], [1.965, -0.857, 0.548]]
}



Record 5
{
  "formula": "C21H31CrFN5O6S",
  "method": "ωB97M-V with the def2-TZVPD basis set",
  "fmax_ev_per_a": 0.08,
  "energy_ha": -3086.22032,
  "charge": 2,
  "multiplicity": 4,
  "s_squared": 3.7712,
  "orbital_gap_ev": [8.56, 8.55],
  "species": ["Cr", "N", "C", "C", "C", "N", "H", "H", "H", "H", "H", "H", "H", "H", "H", "H", "F", "C", "C", "C", "C", "O", "C", "C", "N", "C", "C", "C", "C", "C", "C", "N", "C", "C", "N", "C", "C", "C", "O", "O", "H", "H", "H", "H", "H", "H", "H", "H", "H", "H", "H", "H", "H", "H", "H", "H", "H", "H", "C", "S", "O", "O", "O", "H", "H", "H"],
  "positions_angstrom": [[0.021, 0.210, 0.182], [2.029, -0.246, 0.517], [3.049, 0.292, -0.417], [2.996, 1.809, -0.492], [1.728, 2.371, -1.115], [0.545, 2.167, -0.235], [2.213, 0.066, 1.470], [2.096, -1.263, 0.541], [2.857, -0.146, -1.396], [4.041, -0.026, -0.095], [3.840, 2.144, -1.096], [3.148, 2.243, 0.503], [1.517, 1.878, -2.064], [1.853, 3.437, -1.307], [-0.272, 2.604, -0.655], [0.690, 2.634, 0.659], [-6.198, 0.770, -2.471], [-5.874, 0.656, -1.169], [-4.556, 0.669, -0.827], [-4.172, 0.505, 0.510], [-2.766, 0.514, 0.874], [-1.902, 0.635, -0.056], [-2.471, 0.396, 2.248], [-3.503, 0.233, 3.139], [-4.794, 0.160, 2.804], [-5.798, -0.014, 3.841], [-5.534, -0.991, 4.941], [-6.562, -1.305, 3.896], [-5.169, 0.327, 1.478], [-6.519, 0.350, 1.107], [-6.901, 0.510, -0.214], [-8.268, 0.534, -0.545], [-8.739, 1.080, -1.815], [-10.264, 1.238, -1.742], [-10.664, 1.410, -0.305], [-10.430, 0.139, 0.479], [-9.148, -0.514, -0.048], [-1.092, 0.488, 2.864], [-0.989, 0.506, 4.066], [-0.084, 0.567, 2.039], [-3.803, 0.792, -1.593], [-3.262, 0.158, 4.191], [-6.312, 0.907, 4.088], [-5.862, -0.714, 5.931], [-4.614, -1.558, 4.910], [-7.608, -1.263, 4.168], [-6.300, -2.062, 3.168], [-7.277, 0.263, 1.871], [-8.512, 0.446, -2.676], [-8.269, 2.048, -1.981], [-10.793, 0.358, -2.102], [-10.606, 2.102, -2.306], [-11.641, 1.696, -0.233], [-10.096, 2.154, 0.103], [-11.304, -0.495, 0.349], [-10.348, 0.427, 1.525], [-9.381, -1.232, -0.843], [-8.672, -1.073, 0.752], [-1.620, -2.288, -2.168], [-0.106, -1.876, -1.383], [0.898, -2.809, -1.752], [0.191, -0.440, -1.730], [-0.386, -1.777, 0.093], [-1.453, -2.253, -3.243], [-2.375, -1.570, -1.859], [-1.881, -3.299, -1.861]]
}



Record 6
{
  "formula": "C42H57N3O3",
  "method": "ωB97M-V with the def2-TZVPD basis set",
  "fmax_ev_per_a": 13.67,
  "energy_ha": -2023.75389,
  "relative_energy_ev": 18.930,
  "orbital_gap_ev": 5.19,
  "species": ["C", "C", "O", "C", "C", "C", "O", "C", "C", "C", "C", "C", "C", "C", "C", "C", "C", "O", "H", "H", "H", "H", "H", "H", "H", "H", "H", "H", "H", "H", "H", "H", "H", "H", "H", "H", "H", "H", "H", "H", "H", "H", "H", "C", "N", "C", "C", "C", "C", "C", "C", "C", "C", "C", "C", "C", "C", "N", "C", "C", "C", "C", "C", "C", "C", "C", "N", "C", "C", "C", "C", "C", "C", "H", "H", "H", "H", "H", "H", "H", "H", "H", "H", "H", "H", "H", "H", "H", "H", "H", "H", "H", "H", "H", "H", "H", "H", "H", "H", "H", "H", "H", "H", "H", "H"],
  "positions_angstrom": [[5.910, 2.030, 2.567], [4.496, 1.774, 2.171], [3.854, 0.777, 3.095], [2.609, 0.625, 2.642], [1.748, -0.631, 3.226], [0.445, -0.112, 2.507], [-0.857, -0.756, 3.007], [0.177, 0.964, 3.195], [-0.693, 1.668, 2.249], [-1.925, 0.948, 2.240], [-1.960, -0.267, 1.572], [-2.487, -1.268, 2.291], [-1.732, -2.384, 2.259], [-0.508, -2.569, 2.791], [-0.499, -2.313, 4.125], [0.817, -2.212, 4.854], [1.516, -0.943, 4.756], [2.255, 1.331, 1.672], [6.254, 2.820, 1.909], [6.011, 2.300, 3.602], [6.493, 1.144, 2.398], [3.917, 2.695, 2.205], [4.503, 1.395, 1.155], [-0.127, 0.988, 4.253], [1.149, 1.542, 3.358], [-0.894, 2.709, 2.340], [-0.228, 1.641, 1.229], [-2.609, 1.089, 3.146], [-2.641, 1.597, 1.676], [-2.623, -0.042, 0.614], [-1.067, -0.531, 1.005], [-2.824, -1.001, 3.314], [-3.623, -1.440, 1.933], [-2.387, -3.142, 2.666], [-1.688, -2.775, 1.256], [-0.210, -3.745, 2.560], [0.327, -2.194, 2.268], [-1.347, -1.850, 4.532], [-0.858, -3.372, 4.663], [0.588, -2.372, 5.923], [1.473, -3.141, 4.713], [2.577, -1.032, 5.212], [1.090, -0.131, 5.419], [6.391, -0.203, -2.130], [4.955, -0.303, -2.104], [4.293, 0.279, -3.250], [4.303, -0.944, -1.089], [2.873, -0.979, -1.002], [2.224, -1.305, 0.182], [3.017, -1.678, 1.247], [2.290, -1.743, 2.650], [3.493, -2.279, 3.469], [3.728, -3.582, 3.874], [4.759, -3.839, 4.898], [5.325, -2.776, 5.650], [6.222, -3.028, 6.679], [6.576, -4.356, 7.037], [7.318, -4.594, 8.157], [7.609, -5.935, 8.604], [7.889, -3.518, 8.948], [6.158, -5.409, 6.174], [5.289, -5.147, 5.123], [2.917, -4.737, 3.400], [2.605, -4.927, 2.041], [1.833, -6.008, 1.627], [1.336, -6.952, 2.577], [0.619, -8.038, 2.180], [0.064, -8.966, 3.142], [0.391, -8.348, 0.782], [1.633, -6.750, 3.952], [2.424, -5.677, 4.334], [4.376, -1.973, 1.117], [5.029, -1.553, -0.030], [6.894, -1.174, -2.195], [6.672, 0.367, -3.017], [6.774, 0.330, -1.253], [3.518, 0.999, -2.963], [5.055, 0.817, -3.823], [3.851, -0.454, -3.944], [2.273, -0.824, -1.898], [1.112, -1.470, 0.265], [1.515, -2.563, 2.482], [4.208, -1.471, 3.717], [5.055, -1.730, 5.476], [6.577, -2.188, 7.284], [6.701, -6.532, 8.746], [8.228, -6.461, 7.869], [8.147, -5.871, 9.553], [8.614, -2.943, 8.354], [7.127, -2.807, 9.300], [8.395, -3.961, 9.814], [6.469, -6.435, 6.392], [5.003, -5.975, 4.470], [3.022, -4.223, 1.313], [1.666, -6.146, 0.558], [0.827, -9.404, 3.795], [-0.690, -8.496, 3.783], [-0.418, -9.771, 2.588], [1.335, -8.395, 0.221], [-0.104, -9.322, 0.740], [-0.259, -7.601, 0.307], [1.234, -7.420, 4.717], [2.689, -5.564, 5.389], [4.915, -2.624, 1.832], [6.085, -1.781, -0.112]]
}